DFT (ωB97M-V/def2-TZVPD) results for C3H3NO2 as an isolated structure at a distorted geometry.

Structure (XYZ):
```
9
Properties=species:S:1:pos:R:3:nbo_charge:R:1
O -0.18 1.49 -0.81 -0.663
C 0.06 0.21 -0.39 -0.055
C -1.07 -0.57 0.05 0.352
O -2.19 -0.10 -0.03 -0.575
C 1.30 -0.16 -0.10 0.292
N 2.42 -0.50 0.27 -0.422
H -1.13 1.60 -0.64 0.500
H 1.65 -0.40 1.17 0.441
H -0.87 -1.57 0.48 0.131
```

Results
HOMO energy = -8.882 eV
Spin multiplicity = 1
Relative energy (zero: lowest compared OMol25 entry of this formula, charge and spin) = 96.9 kcal/mol
Gap between HOMO and LUMO = 9.1 eV

DFT (ωB97M-V/def2-TZVPD) results for C3H3NO2 in the gas phase at a distorted geometry.

Structure (XYZ):
```
9
Properties=species:S:1:pos:R:3:nbo_charge:R:1
O 1.78 0.45 -1.64 -0.503
C 0.72 0.34 -1.03 0.399
C 0.46 0.52 0.36 -0.298
N -0.74 -0.29 0.90 -0.559
C -0.91 1.00 0.88 0.726
O -1.53 2.01 1.00 -0.492
H -0.22 0.01 -1.49 0.111
H 1.15 0.73 1.14 0.219
H -0.61 -0.82 1.65 0.396
```

Results
HOMO energy = -10.182 eV
Spin multiplicity = 1
Relative energy (zero: lowest compared OMol25 entry of this formula, charge and spin) = 71.1 kcal/mol
Structure (SMILES) = O=C[C@@H]1NC1=O
Gap between HOMO and LUMO = 10.6 eV